Below is a structure of composition C35H34BrIN6O4SeY, with properties calculated with ωB97M-V/def2-TZVPD.

Geometry as XYZ:
```
83
Properties=species:S:1:pos:R:3:lowdin_charge:R:1
I -1.3712 -2.4603 -3.2085 1.046
Y -0.6193 -1.9035 0.1716 1.150
Br 1.6388 -3.6263 -1.2711 0.756
Se 0.3184 -3.6901 2.3123 0.651
O -0.2559 -0.2053 1.3300 -0.314
O -2.6210 -2.3527 0.6480 -0.252
O -5.6378 1.9232 -0.5689 -0.059
O 1.9809 3.1922 0.3411 0.041
N 0.7596 -1.4522 4.0461 -0.109
N -5.1558 -1.1917 2.8684 0.127
N -2.0151 -0.2277 -1.0779 -0.020
N 1.6585 0.4531 0.2112 0.044
N 1.4852 -0.6463 -0.5746 -0.056
N 2.5224 -1.8922 2.8868 -0.107
C -0.7933 0.1846 -4.5595 -0.154
C -1.5783 0.3980 -2.2753 -0.349
C 2.7832 -2.3360 -3.4911 -0.086
C 3.4444 -2.4901 1.9369 -0.022
C 1.2503 -2.2709 3.1018 -0.690
C 4.3369 -1.5962 -5.2549 -0.027
C 1.7231 -0.5398 4.4164 -0.032
C 2.8257 -0.8126 3.6917 -0.020
C -5.3986 0.0293 2.3540 -0.093
C 2.2972 -0.8726 -1.5344 -0.192
C 4.8442 -0.6358 -6.1132 -0.064
C -5.1077 1.9144 0.7532 -0.205
C -4.2653 -1.9642 2.2921 -0.261
C -3.5188 -1.5405 1.1522 -0.285
C 0.1635 2.8857 4.0531 -0.081
C 0.3796 0.8969 0.8234 -0.400
C 3.2250 0.9453 -5.3053 -0.066
C 1.6017 4.0808 2.5470 -0.017
C -0.6149 -1.4702 4.5215 -0.023
C 3.2835 -1.2883 -4.3912 -0.217
C 0.0008 1.8971 3.0939 -0.036
C 0.9771 3.9747 3.7800 -0.073
C 2.2907 -2.1307 -2.2683 -0.625
C -1.0475 2.3615 -3.5757 -0.056
C 2.7205 -0.0110 -4.4379 -0.049
C 0.6365 1.9698 1.8629 -0.089
C -0.7105 1.5666 -4.6608 -0.079
C -1.4770 1.7826 -2.3918 -0.025
C -3.7773 -0.2693 0.6221 -0.067
C -4.0002 -3.3262 2.8544 -0.016
C -4.7639 0.5323 1.2473 -0.153
C -1.2139 -0.3836 -3.3690 -0.622
C -3.1130 0.2205 -0.5721 -0.023
C 1.4160 3.0921 1.5929 -0.255
C 4.2921 0.6381 -6.1368 -0.069
H 2.4543 4.0277 0.2675 0.115
H 3.0658 -3.4675 1.6523 0.045
H 2.8364 -3.3539 -3.8599 0.116
H 3.7931 -0.3447 3.6743 0.133
H -0.9814 3.4387 -3.6490 0.113
H 1.1166 4.7533 4.5180 0.110
H -0.2286 1.3529 0.0225 0.130
H 3.5258 -1.8579 1.0531 0.080
H -4.2175 2.5450 0.7149 0.125
H 1.8564 0.2226 -3.8292 0.093
H 2.2237 4.9395 2.3194 0.118
H 2.1750 1.2099 -0.2296 0.117
H 4.6836 1.3846 -6.8150 0.110
H 4.4203 -2.5959 2.4051 0.102
H -1.7357 2.4016 -1.5413 0.120
H -5.8021 2.3809 1.4562 0.120
H -1.2861 -1.1951 3.7077 0.079
H -0.3500 2.8146 5.0030 0.106
H -2.9503 -3.4357 3.1365 0.054
H -4.6366 -3.4908 3.7197 0.083
H -6.1437 0.6244 2.8701 0.114
H 3.0701 -0.1532 -1.8055 0.144
H 5.6664 -0.8827 -6.7712 0.111
H -3.6303 1.0300 -1.0875 0.130
H -0.5324 -0.4427 -5.4010 0.104
H -0.3841 2.0132 -5.5905 0.113
H -4.1955 -4.0941 2.1036 0.090
H 1.5360 0.2222 5.1506 0.130
H -0.8729 -2.4632 4.8811 0.088
H -6.4667 1.4324 -0.5682 0.102
H -0.7043 -0.7507 5.3311 0.101
H 4.7631 -2.5920 -5.2449 0.119
H -0.6419 1.0454 3.2719 0.099
H 2.7738 1.9287 -5.3397 0.107
```

Values from the calculation:
HOMO level: -10.3806 eV
total charge: +1
relative energy (zero: lowest compared OMol25 entry of this formula, charge and spin): 0.0 kJ/mol
molar mass: 977.37 g mol⁻¹
frontier orbital gap: 7.45 eV
maximum force: 0.0033 hartree/bohr
calculated total energy: -198508.8441 eV



Below is a structure of composition C35H34ClFeNOSi2, with properties calculated with ωB97M-V/def2-TZVPD.

Geometry as XYZ:
```
75
Properties=species:S:1:pos:R:3:lowdin_charge:R:1
Fe 0.8002 2.5488 0.8341 0.579
Cl 0.1488 0.3751 2.7179 0.315
Si -0.1552 -0.5847 0.8364 0.100
Si -1.1092 -2.6171 0.5767 0.690
O 3.5995 2.5982 0.0075 -0.072
N 2.0115 3.2530 2.2228 0.011
C -0.1995 -3.8194 -0.5039 -0.335
C 0.3739 -4.9617 0.0889 -0.106
C 2.4126 -0.6699 -2.4137 -0.083
C 1.2024 4.5528 -0.2966 -0.185
C -3.1034 0.1945 -2.0780 -0.074
C -2.9405 -2.8770 0.4132 -0.295
C 1.0900 3.5072 -1.2690 -0.171
C -5.6374 -2.8495 -0.3610 -0.095
C 1.8595 4.8790 3.9927 -0.047
C -3.8720 -2.0736 1.0965 -0.109
C 0.6168 -4.5306 -2.6774 -0.082
C 3.9954 4.3425 3.0597 -0.008
C 1.0484 -5.8932 -0.7067 -0.089
C 2.3562 -1.8618 0.1231 -0.111
C -0.9410 3.6787 -0.1536 -0.170
C 4.1954 2.5882 1.3049 -0.175
C -4.7573 -3.7715 -0.9457 -0.089
C 3.2345 5.1049 3.9372 -0.037
C -3.4194 -3.8048 -0.5401 -0.093
C -0.0902 -3.6161 -1.8928 -0.097
C 1.4296 -0.3090 -1.4887 -0.123
C -1.9074 -0.2083 -1.4660 -0.127
C -0.2330 2.9601 -1.1753 -0.192
C -1.6873 0.0870 -0.1104 -0.365
C -2.5674 0.9385 0.5619 -0.159
C 1.3886 -0.9146 -0.2283 -0.315
C 3.3627 3.4103 2.2413 -0.224
C -0.0558 4.6670 0.3850 -0.186
C 3.2804 -2.2940 -0.8337 -0.089
C -3.7370 1.3782 -0.0632 -0.103
C 1.1596 -5.6796 -2.0883 -0.092
C 1.2752 3.9355 3.1611 -0.103
C -5.2010 -2.0218 0.6815 -0.089
C 3.3049 -1.7048 -2.1061 -0.098
C -4.0287 0.9646 -1.3663 -0.094
H 5.1835 3.0650 1.2416 0.122
H -1.9906 3.5384 0.1046 0.092
H 2.3230 -2.3069 1.1202 0.106
H 5.0757 4.4368 2.9518 0.119
H 3.6992 5.8550 4.5635 0.112
H -0.3244 5.4200 1.1324 0.099
H -0.6516 2.1873 -1.8181 0.093
H 0.3415 1.0694 0.2709 -0.061
H 0.2715 -5.1238 1.1641 0.097
H 3.9691 -3.1083 -0.5965 0.102
H 0.6798 0.4427 -1.7503 0.076
H -0.4103 -2.1591 1.9307 -0.033
H -0.5660 -2.7560 -2.3698 0.095
H 2.4323 -0.1603 -3.3811 0.103
H -1.1795 -0.7981 -2.0318 0.084
H 1.4690 -6.7968 -0.2545 0.101
H -4.4300 2.0177 0.4863 0.103
H -4.9770 1.2460 -1.8279 0.099
H -2.3271 1.2424 1.5821 0.081
H -3.5333 -1.4571 1.9266 0.103
H 0.1904 3.7338 3.2100 0.122
H -6.6684 -2.7803 -0.7169 0.098
H 1.6632 -6.4178 -2.7145 0.098
H 4.1770 2.1252 -0.6129 0.109
H -3.3037 -0.1116 -3.1075 0.104
H -5.8921 -1.3238 1.1565 0.104
H 0.7153 -4.3526 -3.7537 0.105
H 1.2057 5.4496 4.6490 0.112
H 2.0691 5.2030 -0.1669 0.104
H 4.0081 -2.0539 -2.8664 0.099
H -2.7346 -4.5339 -0.9825 0.098
H 1.8449 3.2040 -1.9938 0.100
H 4.2758 1.5595 1.7013 0.140
H -5.1090 -4.4563 -1.7242 0.102
```

Values from the calculation:
HOMO level (spin up / spin down): -5.6642 / -6.0849 eV
relative energy (zero: lowest compared OMol25 entry of this formula, charge and spin): 0.0 kJ/mol
molar mass: 632.13 g mol⁻¹
frontier orbital gap (spin up / spin down): 5.40 / 5.61 eV
spin multiplicity: 5
maximum force: 0.0838 hartree/bohr
calculated total energy: -103045.8000 eV